(1)
C34H23F3LaN15S3 as an isolated structure, computed with ωB97M-V with the def2-TZVPD basis set.

```
79
Properties=species:S:1:pos:R:3:forces:R:3:lowdin_charge:R:1
La 0.180 0.054 0.025 -1.07 -1.66 0.19 1.4724
S -1.815 0.507 2.176 0.43 0.26 -0.02 0.2962
S -2.131 -1.867 0.438 0.14 -0.11 -0.21 0.3164
S -4.335 -1.039 2.234 -0.11 -0.02 0.05 0.2810
F -1.347 9.779 -1.780 0.17 -0.02 0.03 0.1123
F 0.285 10.027 -0.385 -0.05 -0.07 -0.14 0.1146
F 0.700 9.783 -2.500 -0.10 -0.02 0.12 0.1130
N -0.217 -3.090 -4.279 0.02 -0.05 0.00 0.1653
N 1.220 0.666 -3.201 -0.13 0.15 -0.17 0.0062
N 4.535 1.149 -2.567 0.44 0.05 -0.36 0.1370
N -1.977 -1.527 -4.424 -0.18 0.15 0.02 0.1614
N -2.165 0.570 -1.529 0.18 -0.06 -0.14 0.0252
N 0.919 -3.286 -2.324 -0.04 0.17 0.19 0.1840
N 3.192 1.245 -2.826 -0.40 -0.01 -0.01 -0.2836
N 2.406 0.205 -2.857 0.24 0.10 0.24 0.0609
N 6.225 -1.068 -1.393 0.08 -0.06 0.09 0.1063
N 0.874 -1.727 2.228 -0.07 0.31 0.12 0.0353
N -1.462 -2.893 -6.198 -0.08 -0.01 -0.03 0.1297
N -0.634 -1.574 -2.476 -0.10 -0.22 0.01 0.1196
N 2.622 2.380 -3.159 0.03 0.03 0.04 0.1250
N 2.217 -1.607 -0.280 0.27 -0.23 -0.10 0.0383
N 5.294 -4.028 1.948 0.03 0.02 -0.04 0.1018
C -1.654 -1.118 -3.195 0.39 -0.29 -0.13 -0.2921
C 4.233 2.064 2.021 0.06 0.02 0.03 -0.1315
C -0.032 7.868 -1.310 0.03 -0.09 -0.04 -0.1555
C -4.726 0.910 -2.550 0.02 0.12 0.13 -0.0661
C -3.025 1.410 -0.965 -0.03 0.25 0.21 -0.1575
C 4.565 1.189 3.046 0.04 0.02 -0.01 -0.1237
C 2.128 0.858 1.576 0.22 0.08 0.36 -0.2313
C -0.091 9.343 -1.497 -0.04 0.23 0.00 -0.5687
C 5.538 -1.633 -0.650 0.17 -0.04 -0.04 -0.2420
C -0.772 5.923 -0.112 -0.03 -0.02 -0.01 -0.0160
C 0.037 3.689 -0.762 -0.03 -0.15 -0.04 -0.1714
C 0.009 5.098 -0.936 0.08 0.12 -0.06 -0.2481
C 0.083 2.470 -0.649 0.09 1.20 -0.10 -0.2023
C 1.535 -1.010 3.147 0.03 -0.16 0.09 -0.2636
C 2.469 0.045 2.681 0.13 0.18 -0.05 -0.2478
C 0.756 7.071 -2.132 -0.07 0.11 0.07 -0.0221
C 1.362 -1.247 4.513 0.00 -0.06 -0.04 -0.0278
C 1.371 1.983 -3.368 0.09 -0.16 -0.08 -0.2541
C -3.830 0.055 -3.160 0.11 -0.12 -0.06 -0.0179
C 0.108 -2.737 2.636 -0.04 -0.10 0.07 -0.1791
C -2.781 -0.816 1.636 -0.41 -0.10 0.05 -1.8938
C -2.561 -0.107 -2.608 -0.38 0.32 0.16 -0.2299
C 0.007 -2.624 -3.040 -0.13 0.08 -0.24 -0.4385
C 3.049 1.886 1.312 -0.04 -0.03 -0.13 -0.1682
C 0.777 5.702 -1.944 -0.02 -0.05 0.07 -0.0226
C -4.320 1.599 -1.419 -0.05 -0.15 -0.19 -0.0390
C -0.794 7.290 -0.297 0.07 0.05 -0.07 -0.0238
C 3.292 -1.937 -0.003 -0.19 0.09 -0.25 -0.1863
C -0.087 -3.059 3.967 0.05 0.00 0.06 -0.0641
C 4.623 -2.281 0.197 -0.10 0.04 0.00 -0.2739
C 4.996 -3.233 1.164 0.13 -0.08 0.16 -0.2592
C 0.534 -2.273 4.925 0.00 0.01 -0.04 -0.0747
C -1.198 -2.482 -4.921 0.13 -0.02 0.05 -0.4735
C 3.671 0.185 3.381 -0.06 0.03 0.01 -0.0731
H 1.402 5.075 -2.566 0.01 -0.01 0.00 0.1002
H 1.351 7.528 -2.911 0.01 -0.03 -0.01 0.1115
H -4.091 -0.515 -4.039 0.00 0.00 0.00 0.0966
H -0.736 -3.878 4.243 -0.02 0.00 -0.04 0.0976
H -4.992 2.257 -0.887 0.04 0.03 0.03 0.1050
H 5.509 1.282 3.571 -0.02 0.01 0.02 0.0846
H -5.728 1.034 -2.943 0.00 -0.03 -0.01 0.0989
H 4.904 2.882 1.774 0.00 -0.02 -0.04 0.0824
H 2.837 2.592 0.509 -0.05 -0.02 -0.01 0.0620
H -0.398 -3.297 1.862 -0.02 0.05 -0.02 0.0539
H -0.720 -3.377 -6.670 0.02 -0.02 0.02 0.0842
H 0.565 2.645 -3.626 0.01 0.04 0.04 0.0999
H 4.822 1.931 -1.997 -0.15 0.08 0.18 0.0927
H 0.364 -2.457 5.980 0.02 0.01 0.01 0.0972
H 1.273 -2.856 -1.482 0.14 -0.03 0.08 0.0338
H -2.037 -2.273 -6.740 0.02 0.03 -0.02 0.0851
H 1.854 -0.604 5.229 0.01 0.00 0.00 0.1054
H -1.360 5.466 0.673 0.01 -0.02 0.00 0.1191
H 4.744 0.273 -2.097 -0.05 -0.07 -0.02 0.0252
H -1.396 7.923 0.343 -0.02 -0.04 0.02 0.1180
H 3.922 -0.512 4.175 -0.01 0.01 0.00 0.0998
H 1.465 -3.977 -2.804 0.04 0.02 -0.02 0.1024
H -2.674 1.945 -0.091 0.08 -0.06 -0.01 0.0652
```
Positions in Å, forces in eV/Å.

LUMO energy = 3.9 eV
relative energy (zero: lowest compared OMol25 entry of this formula, charge and spin) = 2.5 kcal per mole
Kohn-Sham gap = 5.594 eV
HOMO = -0.061 Eh
DFT total energy = -3656.7117 Eh
total charge = -2
multiplicity = 1

***

(2)
C34H24Cl4FeN7O3SSe as an isolated structure, computed with ωB97M-V with the def2-TZVPD basis set.

```
75
Properties=species:S:1:pos:R:3:forces:R:3:lowdin_charge:R:1
Se 1.793 1.869 -3.128 -0.32 -0.77 -0.16 0.6372
Fe -2.500 -1.559 0.666 -0.38 -0.03 -0.50 0.6365
Cl 6.592 6.528 -2.980 -0.06 1.13 -0.53 0.6378
Cl 7.294 3.737 -3.874 0.70 -0.67 -0.02 0.5994
Cl 7.096 1.410 -1.687 0.96 -1.85 0.06 0.6804
Cl 3.521 6.523 -1.442 -0.09 0.95 -0.32 0.6818
S -3.334 -2.888 4.850 -0.11 0.09 -0.56 1.0990
O 3.170 3.739 -0.417 -1.06 0.61 0.50 0.0239
O 1.163 -1.436 -1.014 1.52 0.48 -0.39 0.0435
O 5.564 2.605 0.851 -0.27 -0.29 -0.24 0.0200
N -3.847 2.154 -0.986 0.22 1.43 -0.24 0.0480
N 0.451 0.562 -5.269 -1.00 -0.24 -0.85 -0.0836
N -0.799 -2.156 0.115 2.71 0.22 -0.94 -0.0076
N -2.762 0.058 -0.314 -1.12 3.57 -1.10 0.0314
N 0.706 -0.841 -3.582 0.61 1.75 -1.92 0.1289
N -2.389 -1.751 2.688 -1.83 -0.46 1.83 0.0106
N -3.285 4.561 -0.460 -0.56 -3.29 -1.06 0.0542
C -1.247 -3.187 -5.703 -0.20 -1.65 0.26 -0.1149
C 2.329 0.281 3.268 1.23 -0.61 -0.35 -0.0386
C 0.291 -0.068 4.649 -1.36 -2.32 0.96 -0.1520
C 6.507 3.935 -2.353 -1.29 -1.76 1.60 -0.7151
C -0.457 -2.831 -4.591 -0.53 0.73 -1.90 -0.0095
C 5.465 3.082 -0.273 -1.05 1.53 -0.44 -0.4054
C -0.017 -0.748 5.883 0.52 0.71 0.15 -0.0360
C 5.856 5.190 -2.247 -1.72 -0.73 1.59 -0.7925
C -1.722 -1.203 3.762 1.41 -0.83 0.24 -0.2802
C 0.189 -1.735 -0.429 -2.69 -1.57 1.39 -0.4908
C -4.133 -2.766 0.840 0.14 0.08 0.58 -0.1427
C 0.406 1.817 -6.065 -0.40 -1.62 -0.19 -0.0406
C -3.203 1.130 -0.612 0.79 -2.57 0.79 -0.3275
C -3.313 -2.606 3.118 1.01 0.80 0.21 -0.4927
C -5.056 -3.258 -0.079 -0.73 -0.86 2.63 -0.1067
C 1.512 0.773 4.456 0.22 0.94 0.18 -0.5570
C 1.067 2.215 4.114 -0.20 0.11 -0.07 -0.0367
C -1.129 -1.535 6.051 -1.51 -0.36 0.34 -0.1023
C 6.236 2.805 -1.433 0.60 4.05 -2.37 -0.6972
C 4.285 4.101 -0.702 2.06 -1.58 0.11 -0.4019
C -0.122 -0.687 -5.647 -0.49 1.48 -1.14 -0.1368
C -0.967 -1.008 -6.730 0.50 -1.55 0.38 -0.0183
C 2.387 0.813 5.722 -3.36 -1.46 1.91 -0.0618
C -5.105 -4.259 2.503 -0.44 1.27 1.34 -0.0791
C -4.238 -3.188 2.202 -1.23 -1.74 -2.05 -0.2743
C -3.479 3.420 -0.739 0.22 2.17 1.12 -0.3887
C -6.126 -4.060 0.368 0.91 0.31 -0.94 -0.1071
C -2.036 -1.772 4.997 1.43 0.74 0.26 -0.4869
C -6.113 -4.619 1.628 -0.19 -0.97 0.01 -0.1278
C 4.667 5.275 -1.499 1.29 -1.35 0.13 -0.6664
C -1.493 -2.328 -6.767 0.37 1.11 0.25 -0.1240
C 0.119 -1.582 -4.603 -0.56 1.36 0.80 -0.1874
C 0.971 0.484 -4.009 -0.35 -1.07 0.36 -0.7497
C -0.575 -0.407 3.614 -0.35 1.47 -0.65 0.0475
H 2.517 -0.210 6.166 0.65 0.83 -0.79 0.0883
H -1.202 -0.418 -7.601 0.24 0.68 0.23 0.0881
H -1.412 -1.932 7.035 0.55 0.04 -0.32 0.1041
H 0.511 2.720 4.908 0.30 -0.16 0.36 0.0832
H 1.747 0.163 2.371 -0.63 -0.23 -0.25 0.0684
H 1.931 2.815 3.816 -0.12 0.01 0.12 0.0915
H 0.609 -0.660 6.785 -0.24 0.22 -0.70 0.0989
H 1.339 1.914 -6.537 1.45 0.10 -0.79 0.0639
H -0.340 1.779 -6.885 0.06 -0.14 0.91 0.0890
H -5.192 -4.611 3.530 0.36 -0.32 -0.06 0.0838
H 2.859 -0.712 3.433 -0.53 1.29 0.01 0.1136
H -2.120 -2.618 -7.624 0.37 0.04 0.58 0.0946
H -4.935 -3.082 -1.097 -0.03 0.64 -1.64 0.0646
H 3.027 1.073 2.945 0.22 -0.51 0.47 0.0962
H 0.890 -1.118 -2.636 0.34 -0.28 0.61 0.0593
H 0.358 2.221 3.293 0.11 -0.15 -0.42 0.0823
H 1.870 1.346 6.575 0.06 -0.34 -0.91 0.0961
H 0.354 2.677 -5.438 -0.62 0.39 0.68 0.0357
H -1.690 -4.221 -5.757 0.50 1.20 0.24 0.1076
H 3.228 1.376 5.590 2.61 0.93 -0.63 0.0457
H -0.329 -3.411 -3.739 0.03 -1.31 1.20 0.0917
H -0.501 0.066 2.624 0.39 -0.37 0.31 0.1269
H -6.808 -5.454 1.865 0.39 0.92 0.03 0.1038
H -6.902 -4.295 -0.332 -0.40 -0.33 -0.28 0.0823
```
Positions in Å, forces in eV/Å.

LUMO energy (spin up / spin down) = 3.3 / 3.3 eV
relative energy (zero: lowest compared OMol25 entry of this formula, charge and spin) = 21.0 kcal per mole
Kohn-Sham gap (spin up / spin down) = 4.813 / 6.008 eV
HOMO (spin up / spin down) = -0.056 / -0.100 Eh
DFT total energy = -7823.1934 Eh
total charge = -2
multiplicity = 6